[1]
DFT (ωB97M-V/def2-TZVPD) results for 3 unconnected molecules or ions with the total composition C23H49BN5O7 at a distorted geometry.

Its spin multiplicity is 1. As for the relative energy (zero: lowest compared OMol25 entry of this formula, charge and spin): 0.0 kcal per mole. As for the total charge: +1. As for the HOMO energy: -11.289 eV.

Each line ends with the Mulliken charge.
Atoms and positions in Å:
C1 -1.57059 -3.53533 2.12291  -1.3152
C2 -2.13613 -2.15680 2.53170  0.1867
C3 -2.67535 -1.36990 1.34013  -0.7502
C4 -2.77489 0.13965 1.56362  -0.9364
C5 -1.43382 0.78214 1.95669  -0.1393
C6 -1.30630 2.19359 1.38818  -0.9486
C7 0.05982 2.88632 1.55369  -1.0974
C8 1.31542 2.00292 1.50161  -0.9610
C9 1.86142 1.68769 0.10091  -0.4673
C10 0.78859 1.07181 -0.76670  -0.2796
N1 1.22248 0.73580 -2.19010  -0.0313
C11 0.16180 -0.01137 -2.66290  -0.2333
N2 -0.97787 0.53034 -2.98239  0.1689
C12 -2.14217 -0.20714 -3.46525  -0.9981
C13 -2.14713 -0.30492 -4.99119  0.3323
O1 -2.26007 1.00499 -5.51358  -0.5476
C14 -3.31752 -1.19540 -5.46268  -0.7298
N3 -4.45482 -0.40730 -5.93058  -0.5498
N4 0.40806 -1.36788 -2.74766  -0.1606
C15 1.71895 -1.57593 -2.08774  -0.6496
O2 1.53240 -1.87358 -0.71832  -0.1500
N5 2.08198 -3.17435 -0.41056  0.0963
O3 1.94406 -3.41749 0.70465  -0.2431
C16 2.34800 -0.23208 -2.39212  1.4863
C17 3.74186 0.11522 -1.87532  -2.2880
B1 2.61637 -0.28100 -4.00105  0.6008
O4 2.57939 0.90652 -4.66361  -0.5852
O5 2.98127 -1.46325 -4.61563  -0.6422
H1 -1.99324 -4.34532 2.71311  0.3559
H2 -1.84699 -3.74488 1.08626  0.3300
H3 -0.48459 -3.56077 2.18310  0.1993
H4 -2.93333 -2.31299 3.25703  0.2702
H5 -1.35294 -1.59825 3.04552  0.1473
H6 -2.08582 -1.58158 0.43853  0.0538
H7 -3.68349 -1.74243 1.13486  0.4729
H8 -3.55013 0.36068 2.29682  0.3526
H9 -3.10048 0.58182 0.61514  0.3960
H10 -1.34228 0.78642 3.04338  0.4194
H11 -0.65327 0.13873 1.54334  0.3335
H12 -2.05126 2.81241 1.89501  0.5803
H13 -1.62456 2.16013 0.34333  0.3167
H14 0.16012 3.63312 0.75892  0.3162
H15 0.07915 3.44822 2.48670  0.4444
H16 1.20106 1.07414 2.05982  0.5034
H17 2.11373 2.55372 2.00066  0.4909
H18 2.64182 0.94809 0.25246  -0.2215
H19 2.32473 2.55818 -0.36054  0.2936
H20 0.35793 0.19676 -0.27567  -0.0045
H21 -0.01949 1.79334 -0.87648  0.5255
H22 -1.05679 1.53271 -2.89359  0.4055
H23 -3.04712 0.30549 -3.14280  0.4755
H24 -2.17922 -1.20373 -3.02822  0.3446
H25 -1.20647 -0.76292 -5.31382  0.1864
H26 -1.39495 1.33243 -5.76907  0.3645
H27 -2.98971 -1.84615 -6.26898  0.4077
H28 -3.60770 -1.82643 -4.61160  0.3131
H29 -4.90147 0.07386 -5.16068  0.2102
H30 -5.13945 -1.03590 -6.32931  0.2433
H31 -0.34004 -1.88559 -2.29089  0.3873
H32 2.26337 -2.40990 -2.52520  0.8377
H33 4.48922 -0.39777 -2.48394  0.5130
H34 3.90206 1.18515 -1.98947  0.4925
H35 3.90918 -0.15338 -0.83526  0.4404
H36 2.39600 0.81091 -5.60417  0.3032
H37 2.31938 -1.83163 -5.20729  0.3303
C18 6.50228 1.59892 2.49434  -1.2024
C19 5.95735 2.06449 1.16882  0.8558
O6 4.76550 2.15439 0.96873  -0.4728
C20 6.96526 2.41571 0.10373  -1.2095
H38 5.68129 1.37968 3.17249  0.3010
H39 7.10718 0.70131 2.35611  0.3493
H40 7.13378 2.37371 2.93137  0.3598
H41 7.58771 1.54858 -0.12339  0.3442
H42 7.61361 3.22014 0.45353  0.4044
H43 6.45058 2.73790 -0.79853  0.2688
C21 -5.33533 -0.53021 6.84979  -1.1983
C22 -4.26475 -0.59640 5.79090  0.8190
O7 -4.47540 -0.25795 4.64814  -0.4900
C23 -2.90861 -1.10623 6.21638  -0.8576
H44 -6.25623 -0.14920 6.41584  0.3215
H45 -5.51475 -1.52396 7.26316  0.3238
H46 -5.01894 0.12749 7.66085  0.3315
H47 -2.99011 -2.12442 6.59985  0.3284
H48 -2.49373 -0.46937 6.99904  0.4081
H49 -2.24483 -1.09452 5.35509  0.0164

=====

[2]
DFT (ωB97M-V/def2-TZVPD) results for 4 unconnected molecules or ions with the total composition C23H49BrN4O6P at a distorted geometry.

Its spin multiplicity is 1. As for the relative energy (zero: lowest compared OMol25 entry of this formula, charge and spin): 237.7 kcal per mole. As for the total charge: +1. As for the HOMO energy: -11.398 eV.

Each line ends with the Mulliken charge.
Atoms and positions in Å:
C1 1.71699 1.90097 -4.07046  -0.2511
C2 2.15611 1.44340 -2.79110  -0.4140
C3 2.08577 0.87917 -1.23578  0.4414
C4 1.07646 1.72001 -0.25709  -0.5217
C5 -0.37444 2.10757 -0.91094  -0.6260
C6 -1.53755 0.96494 -0.77888  0.4549
C7 -2.76100 1.41011 -1.82900  -0.3183
C8 -3.09655 3.01067 -1.80919  0.1012
O1 -3.85238 3.56793 -0.84637  -0.5044
Br1 -2.46393 4.31006 -3.24933  -0.1094
C9 -1.06174 -0.54469 -1.32631  -1.5733
N1 -0.52284 -1.37707 -0.19537  0.8507
N2 -0.00618 -2.60802 -0.50515  -0.1242
C10 -0.22103 -3.06249 -1.91869  -0.8128
C11 1.44664 -2.78268 -0.13235  0.2528
C12 2.02364 -3.09022 1.39210  -0.6002
O2 2.40231 -2.74388 -1.10259  -0.5035
C13 -1.63731 -1.62326 0.84414  0.2674
P1 -0.86816 -1.56973 2.63422  -0.1456
N3 -0.23136 0.10480 2.94592  -0.3399
O3 -2.09984 -1.95451 3.82857  -0.4850
C14 -2.78301 -0.42626 0.84171  -0.8793
N4 -2.11879 0.91541 0.62542  -0.1187
H1 1.54053 2.19872 -5.18928  0.3009
H2 3.16987 0.97241 -0.75962  0.4084
H3 1.71572 -0.23246 -1.24048  -0.3968
H4 1.59375 2.75505 0.03657  0.4080
H5 0.84836 1.18902 0.78094  0.0068
H6 -0.33843 2.43642 -2.04052  0.0189
H7 -0.74832 3.07276 -0.31522  0.4083
H8 -3.75916 0.83479 -1.62568  0.3231
H9 -2.39413 1.07344 -2.91349  0.4385
H10 -2.06468 -0.99824 -1.79050  0.4489
H11 -0.26298 -0.29381 -2.17764  0.3141
H12 0.22781 -0.85862 0.35357  0.3113
H13 0.20581 -4.17548 -1.98860  0.3333
H14 -1.37280 -3.17264 -2.21288  0.2907
H15 0.39146 -2.45780 -2.73905  0.3145
H16 3.10690 -3.57645 1.26762  0.3465
H17 1.35778 -3.92448 1.87550  0.1614
H18 2.06758 -2.08480 1.98977  0.1260
H19 -2.10767 -2.69549 0.74352  0.4509
H20 -0.91201 0.57629 3.61367  0.2120
H21 0.65314 0.00224 3.51781  0.2760
H22 -2.07862 -1.21656 4.53072  0.3065
H23 -3.62272 -0.69697 0.07318  0.2224
H24 -3.30050 -0.38652 1.90665  0.4321
H25 -2.81176 1.69411 0.67052  0.4548
C15 0.62704 2.56041 7.36346  -1.3989
C16 0.68366 1.98676 5.95658  0.3530
C17 0.98717 3.06609 4.92978  -0.9901
O4 -0.56590 1.37630 5.64487  -0.5313
H26 -0.16539 3.31244 7.44844  0.3715
H27 0.39564 1.77443 8.09042  0.3355
H28 1.57935 3.02359 7.63952  0.3771
H29 1.45080 1.20622 5.90792  0.2773
H30 0.20749 3.83614 4.92841  0.3335
H31 1.01260 2.64101 3.92067  0.1168
H32 1.95026 3.54452 5.13280  0.3914
H33 -1.25315 2.06195 5.68557  0.3529
C18 -3.49944 -6.05384 3.06405  -1.2657
C19 -2.12078 -6.15882 2.43169  0.3378
C20 -1.11726 -6.77989 3.39013  -1.2757
O5 -1.67323 -4.85883 2.05625  -0.2665
H34 -3.47429 -5.41692 3.95536  0.2944
H35 -4.20835 -5.59383 2.36720  0.3178
H36 -3.87878 -7.03980 3.34977  0.4099
H37 -2.17949 -6.76145 1.51872  0.2864
H38 -1.00759 -6.16871 4.29307  0.3318
H39 -0.12684 -6.83775 2.92606  0.2989
H40 -1.42511 -7.78761 3.68570  0.4133
H41 -1.61802 -4.31667 2.86066  0.1499
C21 3.68239 5.45985 -7.19740  -1.2930
C22 3.36142 4.00891 -7.51891  0.5212
C23 3.77724 3.65032 -8.93662  -1.3495
O6 1.96119 3.79035 -7.36781  -0.5430
H42 3.14370 6.13834 -7.86836  0.3419
H43 3.36645 5.70706 -6.17817  0.3166
H44 4.75503 5.65652 -7.28911  0.3629
H45 3.87416 3.35217 -6.80764  0.2885
H46 3.24191 4.26465 -9.66934  0.3439
H47 3.52894 2.60683 -9.15819  0.3299
H48 4.85272 3.79274 -9.08057  0.3663
H49 1.49776 4.36933 -7.99557  0.3349

=====

[3]
DFT (ωB97M-V/def2-TZVPD) results for a molecular structure, C23H49N3OP4Pt at a distorted geometry.

Its spin multiplicity is 5. The expectation value of S² is 6.0388. As for the relative energy (zero: lowest compared OMol25 entry of this formula, charge and spin): 35.2 kcal per mole. As for the total charge: +4. As for the HOMO energy (alpha / beta): -16.553 / -19.810 eV.

Each line ends with the Mulliken spin population.
Atoms and positions in Å:
Pt1 -0.12750 0.17631 -0.50120  0.7524
P1 -2.64639 -0.27081 -1.82221  0.3654
P2 0.36207 -2.04379 -0.15973  0.0399
P3 0.79274 0.34750 -2.68539  0.0910
H1 0.31777 2.81981 0.73590  0.0003
C1 0.18572 2.50559 -0.29988  -0.0585
C2 -1.12374 2.27982 -0.78012  0.1676
H2 -1.96144 2.33064 -0.07923  0.0297
C3 -4.25411 -0.16078 -0.94007  0.0529
C4 -2.88013 -1.92611 -2.59878  0.0332
C5 -3.02543 0.87087 -3.21563  0.0426
C6 1.82645 -2.31728 0.89501  0.0331
C7 -0.97965 -3.00376 0.64521  0.0156
C8 0.79710 -3.10102 -1.59109  0.0177
C9 0.62125 1.99008 -3.48575  0.0154
C10 0.08487 -0.71820 -4.00358  0.0013
C11 2.58173 0.00703 -2.89098  0.0586
H3 0.97187 2.80840 -0.98808  0.0124
H4 -1.35601 2.51939 -1.81388  0.0175
H5 -4.38191 0.84412 -0.52133  -0.0011
H6 -4.30038 -0.90656 -0.13775  -0.0030
H7 -5.06219 -0.35063 -1.65896  0.0155
H8 -2.75208 -2.71049 -1.84212  -0.0045
H9 -2.16127 -2.09039 -3.40785  -0.0030
H10 -3.90021 -1.98236 -3.00459  0.0144
H11 -2.79766 1.89956 -2.92372  -0.0011
H12 -4.09750 0.80442 -3.43810  0.0112
H13 -2.46296 0.62987 -4.12101  -0.0039
H14 1.87010 -3.36251 1.22575  0.0053
H15 1.79450 -1.67151 1.77796  -0.0119
H16 2.73693 -2.08941 0.32965  0.0018
H17 -0.81507 -4.07620 0.48460  0.0020
H18 -1.95321 -2.75108 0.20853  0.0045
H19 -1.00684 -2.82030 1.72566  -0.0061
H20 1.06221 -4.10434 -1.22599  0.0030
H21 1.66660 -2.69730 -2.12285  -0.0031
H22 -0.05296 -3.20645 -2.27556  -0.0019
H23 1.18800 1.96320 -4.42631  0.0037
H24 1.02887 2.78336 -2.85372  -0.0034
H25 -0.43251 2.21116 -3.69578  -0.0016
H26 0.62593 -0.51407 -4.93853  -0.0009
H27 -0.97517 -0.50450 -4.16443  0.0025
H28 0.19656 -1.77745 -3.75892  -0.0003
H29 2.83044 0.16931 -3.95098  0.0059
H30 2.82826 -1.02795 -2.62619  0.0030
H31 3.19719 0.67054 -2.27050  -0.0149
C12 3.71658 0.90360 0.51455  0.2612
C13 4.39989 -0.15189 1.14048  0.0513
C14 5.75628 -0.35172 0.89936  0.1343
C15 6.45288 0.51048 0.04516  0.2405
C16 5.76991 1.55969 -0.58373  0.1427
C17 4.41039 1.78033 -0.34729  0.0526
O1 2.39210 1.08594 0.81229  0.1119
H32 1.75857 0.79698 0.04782  0.1559
H33 3.82353 -0.79244 1.80250  0.0033
H34 6.25098 -1.19222 1.39065  0.0053
H35 7.51893 0.35377 -0.14144  -0.0085
H36 6.30547 2.20816 -1.28040  0.0078
H37 3.87470 2.61639 -0.80354  -0.0002
C18 -3.05494 1.44846 3.77339  -0.0165
N1 -3.06478 0.02829 3.37259  0.1092
C19 -2.23943 -0.76535 4.29754  -0.0288
N2 -0.85429 -0.24876 4.41393  0.2444
C20 -0.89298 1.17236 4.81364  -0.0137
N3 -1.67985 1.99039 3.86527  0.5567
C21 -1.02982 2.08347 2.56543  0.0712
P4 -0.89174 0.39897 1.72695  0.1242
C22 -2.67081 -0.15083 1.98992  0.0334
C23 -0.08078 -0.46722 3.19729  0.0514
H38 -3.52745 1.51290 4.76586  -0.0010
H39 -3.62079 2.03362 3.03613  0.0028
H40 -2.20540 -1.80621 3.95081  0.0085
H41 -2.70365 -0.70027 5.29202  0.0008
H42 0.13189 1.56331 4.84224  0.0008
H43 -1.36635 1.22831 5.80701  -0.0014
H44 -1.58516 2.77212 1.91702  -0.0006
H45 -0.00497 2.45386 2.70898  -0.0031
H46 -2.77126 -1.20370 1.69413  0.0114
H47 -3.31226 0.46479 1.34833  -0.0070
H48 0.92609 -0.03477 3.29805  -0.0161
H49 0.00764 -1.54652 3.01953  0.0156

=====

Among the records above, which one has the highest relative energy (zero: lowest compared OMol25 entry of this formula, charge and spin)? C23H49BrN4O6P

=====

The highest total charge belongs to which entry? C23H49N3OP4Pt